1.
DFT (the ωB97M-V functional and the def2-TZVPD basis) results for 2 unconnected molecules or ions with the total composition C2H9N3O2S in a non-equilibrium geometry.

Positions of all 17 atoms, in Å:
C (-1.917, 1.380, 0.425)
C (-0.795, 0.580, -0.334)
N (-0.948, 0.890, -1.745)
N (2.533, -1.576, -0.173)
N (-0.839, -0.831, -0.078)
O (1.619, -1.839, 2.117)
O (1.926, 0.434, 1.217)
S (1.576, -0.945, 1.018)
H (-1.763, 0.913, 1.526)
H (-2.937, 1.211, 0.004)
H (-1.670, 2.454, 0.472)
H (0.187, 1.003, 0.144)
H (-1.556, 0.289, -2.225)
H (-0.087, 0.696, -2.312)
H (3.284, -1.098, -0.654)
H (2.392, -2.563, -0.297)
H (-1.005, -0.996, 0.898)

Max |F| ... 3.2 eV/A
Highest occupied orbital energy (alpha / beta) ... -0.3508 / -0.3499 Eh
Relative energy (zero: lowest compared OMol25 entry of this formula, charge and spin) ... 61.01 kcal per mole
Kohn-Sham gap (alpha / beta) ... 7.91 / 8.71 eV
Net charge ... 0
Lowest unoccupied orbital energy (alpha / beta) ... -1.64 / -0.81 eV

=====

2.
DFT (the ωB97M-V functional and the def2-TZVPD basis) results for a gas-phase ion, C2H9N3P (charge +1) in a non-equilibrium geometry.

Positions of all 15 atoms, in Å:
N (1.315, 1.796, 0.326)
C (1.113, 0.476, 0.475)
N (2.082, -0.344, 0.336)
P (-1.110, 0.056, 0.241)
C (-1.139, -1.448, -0.727)
N (-2.421, -0.800, -0.273)
H (2.153, 2.212, -0.080)
H (0.532, 2.514, 0.391)
H (3.094, -0.016, 0.342)
H (1.877, -1.253, 0.613)
H (-1.531, 0.244, 1.598)
H (-0.896, 1.256, -0.411)
H (-0.771, -2.380, -0.234)
H (-1.017, -1.490, -1.798)
H (-3.280, -0.824, -0.800)

Max |F| ... 4.2 eV/A
Highest occupied orbital energy ... -0.4924 Eh
Relative energy (zero: lowest compared OMol25 entry of this formula, charge and spin) ... 51.16 kcal per mole
Kohn-Sham gap ... 10.13 eV
SMILES ... NC(=[NH2+])[PH2]1CN1
Net charge ... +1
Lowest unoccupied orbital energy ... -3.27 eV

=====

3.
DFT (the ωB97M-V functional and the def2-TZVPD basis) results for 2 unconnected molecules or ions with the total composition C2H9N4 in a non-equilibrium geometry.

Positions of all 15 atoms, in Å:
C (-0.936, -0.075, -0.115)
C (0.786, 0.827, -1.513)
N (-0.028, -1.576, 1.123)
N (0.945, -2.205, 0.577)
N (0.046, 0.885, -0.406)
N (0.087, 1.904, 0.438)
H (-1.666, 0.414, 0.610)
H (0.350, -0.843, 1.749)
H (-1.541, -0.630, -0.905)
H (1.532, 1.569, -1.701)
H (0.775, -0.033, -2.228)
H (-0.808, -2.061, 1.597)
H (0.718, 2.617, 0.127)
H (-0.911, 2.160, 0.685)
H (0.653, -2.952, -0.036)

Max |F| ... 5.3 eV/A
Highest occupied orbital energy (alpha / beta) ... -0.4583 / -0.4635 Eh
Relative energy (zero: lowest compared OMol25 entry of this formula, charge and spin) ... 157.54 kcal per mole
Kohn-Sham gap (alpha / beta) ... 7.85 / 7.72 eV
Net charge ... +1
Lowest unoccupied orbital energy (alpha / beta) ... -4.62 / -4.90 eV

=====

4.
DFT (the ωB97M-V functional and the def2-TZVPD basis) results for a molecular structure, C2H9N4 in a non-equilibrium geometry.

Positions of all 15 atoms, in Å:
C (-0.041, -1.575, -0.483)
C (1.633, -0.087, -0.377)
N (1.334, 2.045, -0.041)
N (1.949, 1.279, -0.828)
N (0.250, -0.336, -0.501)
N (-1.226, 1.206, 0.572)
H (0.734, -2.331, -0.531)
H (-1.065, -1.924, -0.666)
H (0.045, 1.771, 0.354)
H (2.105, -0.882, -1.116)
H (2.101, -0.008, 0.646)
H (1.484, 3.030, -0.286)
H (-1.874, 1.230, -0.250)
H (-1.055, 0.226, 0.923)
H (-1.873, 1.824, 1.247)

Max |F| ... 4.1 eV/A
Highest occupied orbital energy ... -0.5415 Eh
Relative energy (zero: lowest compared OMol25 entry of this formula, charge and spin) ... 109.80 kcal per mole
Kohn-Sham gap ... 9.62 eV
Net charge ... +1
Lowest unoccupied orbital energy ... -5.11 eV

=====

5.
DFT (the ωB97M-V functional and the def2-TZVPD basis) results for 2 unconnected molecules or ions with the total composition C2H9N4 in a non-equilibrium geometry.

Positions of all 15 atoms, in Å:
C (-1.332, -0.692, -0.230)
C (1.313, 0.558, 0.207)
N (-2.276, 0.057, -0.773)
N (1.312, 1.538, 1.120)
N (2.537, 0.432, -0.368)
N (-1.612, -1.955, 0.108)
H (-0.135, -0.152, -0.031)
H (-2.187, 1.157, -0.788)
H (-3.141, -0.232, -1.183)
H (2.135, 1.964, 1.354)
H (0.577, 1.942, 1.737)
H (2.573, -0.416, -0.955)
H (3.431, 0.917, -0.090)
H (-2.405, -2.447, -0.116)
H (-1.011, -2.425, 0.800)

Max |F| ... 3.8 eV/A
Highest occupied orbital energy ... -0.4835 Eh
Relative energy (zero: lowest compared OMol25 entry of this formula, charge and spin) ... 49.32 kcal per mole
Kohn-Sham gap ... 10.42 eV
Net charge ... +1
Lowest unoccupied orbital energy ... -2.73 eV

=====

6.
DFT (the ωB97M-V functional and the def2-TZVPD basis) results for 2 unconnected molecules or ions with the total composition C2H9N4 in a non-equilibrium geometry.

Positions of all 15 atoms, in Å:
C (0.703, 1.825, -0.135)
C (1.163, -0.462, 0.122)
N (1.165, 0.843, 0.462)
N (2.360, -1.045, 0.010)
N (-0.030, -1.144, 0.016)
N (-2.514, 0.184, 0.048)
H (1.027, 2.756, 0.096)
H (0.023, 1.866, -0.912)
H (2.242, -2.086, -0.128)
H (3.270, -0.617, 0.050)
H (-0.898, -0.554, 0.125)
H (-0.068, -2.102, -0.083)
H (-2.403, 0.245, 1.045)
H (-3.053, -0.656, -0.362)
H (-2.986, 0.948, -0.353)

Max |F| ... 5.4 eV/A
Highest occupied orbital energy (alpha / beta) ... -0.4035 / -0.5323 Eh
Relative energy (zero: lowest compared OMol25 entry of this formula, charge and spin) ... 3.75 kcal per mole
Kohn-Sham gap (alpha / beta) ... 7.93 / 6.87 eV
<S²> ... 2.00
Spin multiplicity ... 3
Net charge ... +1
Lowest unoccupied orbital energy (alpha / beta) ... -3.05 / -7.61 eV